Formula: C35H61AlBeBr6F5N6O8PS3
Source: OMol25
Level of theory: ωB97M-V/def2-TZVPD

## Properties
F_max: 7.8 eV Å⁻¹
2S+1: 1
Relative energy (zero: lowest compared OMol25 entry of this formula, charge and spin): 14.509 eV
Highest occupied orbital energy: -6.48 eV
Kohn-Sham gap: 0.047 hartree

Each line ends with the Löwdin charge.
Element x y z (Å)
O  3.970  5.792  -7.381  -0.548
H  -6.839  0.514  4.335  0.113
H  4.200  0.988  -8.001  0.102
H  1.063  -2.801  2.262  0.102
H  6.520  -3.367  -8.651  0.116
H  -0.039  -5.133  1.157  0.035
Br  4.270  2.139  6.535  0.564
C  -7.052  -8.711  6.594  -0.695
H  -1.828  3.001  0.740  0.122
O  -0.508  -4.297  0.814  -0.731
H  4.642  4.228  -6.228  0.083
C  -5.976  -0.689  2.579  -0.212
H  2.819  3.049  8.350  -0.021
H  -1.351  3.624  -2.833  0.125
C  4.711  0.039  -8.151  -0.062
O  0.384  3.219  -3.793  -0.191
C  -3.155  -4.957  1.797  -0.308
C  3.096  -1.912  3.533  -0.211
H  -4.121  -4.300  1.870  0.043
H  2.536  0.008  2.419  0.127
H  -3.155  4.551  2.469  0.149
O  5.400  -4.464  2.660  -0.063
H  -3.069  -5.457  0.716  0.005
F  -2.040  3.031  3.680  -0.247
H  -6.702  -8.550  8.749  0.053
H  4.129  -1.392  3.767  0.135
C  -1.921  -2.023  1.958  -0.242
C  0.990  -1.666  1.899  -0.165
H  -7.075  -0.403  2.202  0.138
H  5.296  -2.912  -6.554  0.105
H  4.855  9.261  -7.051  0.054
C  -3.334  -1.055  5.603  -0.896
H  0.800  0.252  -2.803  0.068
F  -6.546  4.885  -1.356  -0.267
H  5.421  0.570  -10.108  0.118
H  6.132  3.464  -5.914  0.106
H  -7.492  -9.711  6.535  0.058
H  5.564  4.979  -4.154  0.068
F  -7.926  5.735  1.098  -0.265
H  -5.445  -9.426  7.839  0.059
H  -6.543  -8.487  5.652  0.055
H  6.139  6.375  -9.315  0.053
F  -5.063  6.310  0.747  -0.268
C  5.076  3.435  -5.600  -0.440
H  4.767  -4.060  3.273  0.005
H  5.601  3.352  -3.466  0.073
H  3.656  8.416  -6.039  0.054
Br  -0.972  -5.436  -0.972  0.334
C  -3.081  3.393  2.647  -0.081
C  5.327  -2.157  -7.337  -0.070
H  -3.223  -5.768  7.478  0.003
H  1.133  2.457  -1.587  0.081
C  -2.967  -3.363  6.809  -0.050
O  6.846  -0.768  -11.602  0.056
H  -1.662  1.606  -1.611  0.121
Br  2.519  0.606  8.764  0.576
H  1.663  1.638  -4.142  0.072
O  4.465  2.262  -5.554  -0.066
H  6.261  8.105  -8.907  0.054
H  -3.156  -5.884  2.548  0.073
Al  -6.375  5.119  0.421  0.119
H  -4.123  3.075  3.130  0.117
F  -5.964  3.546  1.197  -0.255
H  4.743  7.448  -9.593  0.060
H  -2.082  -3.138  7.541  0.101
H  -1.498  2.354  -4.036  0.122
H  -5.309  0.242  0.609  0.167
H  -0.832  0.019  -3.455  0.083
C  -0.682  1.712  -2.097  -0.427
Br  -8.572  -7.496  6.724  0.599
C  6.059  -1.426  -9.520  -0.148
C  -6.154  -8.595  7.803  -0.661
H  -5.453  -3.102  4.274  0.104
H  3.379  8.569  -7.794  0.060
Be  -0.672  1.114  4.510  0.446
H  0.291  1.765  -5.297  0.092
C  1.943  -0.830  2.991  -0.153
H  -5.873  -1.833  2.348  0.095
C  1.015  2.321  -4.693  -0.102
H  1.302  -0.425  3.899  0.034
H  -6.470  -1.261  4.843  0.088
H  3.318  -2.733  2.700  0.124
C  -2.489  0.946  1.537  -0.047
C  4.139  8.437  -7.020  -0.265
C  -4.967  0.297  1.750  -0.134
Br  -5.048  -6.990  7.710  0.790
N  -4.681  -4.825  5.732  -0.056
H  -3.695  2.631  0.495  0.144
C  5.066  4.002  -4.169  -0.077
P  -1.598  -3.916  2.166  0.953
N  -3.698  -2.510  5.796  -0.154
H  4.046  4.150  -3.794  0.072
N  0.280  2.182  -1.089  0.038
C  2.843  -1.789  5.962  -0.119
H  -0.037  1.351  1.443  0.099
C  2.688  2.203  7.667  -1.580
C  5.592  7.242  -8.938  -0.264
H  1.653  2.902  -5.364  0.085
H  -0.460  -0.420  -1.782  0.064
H  4.917  -5.217  2.288  0.042
O  2.663  -2.649  4.746  -0.267
N  6.807  -1.676  -10.758  -0.329
N  -3.491  -0.163  1.748  -0.118
C  -0.847  2.739  -3.243  -0.189
C  -0.267  0.320  -2.569  -0.067
H  2.118  -0.861  5.882  0.065
O  7.359  -2.778  -10.887  0.055
H  -0.062  3.058  -0.695  0.063
C  -0.867  0.535  1.580  0.049
C  4.679  -0.935  -7.152  -0.067
Br  1.075  2.549  6.637  0.504
C  -3.606  -4.872  6.798  -0.232
S  5.007  6.870  -7.266  0.821
C  6.020  -2.410  -8.523  -0.007
S  -4.435  0.297  4.920  0.849
C  -4.720  -3.408  5.135  -0.065
H  4.145  -0.741  -6.223  0.106
S  -1.738  -0.600  6.108  0.504
H  3.953  -1.414  6.007  0.096
N  -3.311  -1.501  1.933  0.066
H  -5.112  1.369  2.200  0.109
H  2.538  -2.366  6.953  0.109
C  -2.788  2.533  1.264  -0.100
C  -0.541  -1.089  1.817  -0.067
H  1.499  -1.497  0.846  0.144
C  5.402  -0.201  -9.340  0.001
C  -6.036  -0.362  4.219  -0.449

***

Formula: C19H16BBrCuN6
Source: OMol25
Level of theory: ωB97M-V/def2-TZVPD

## Properties
F_max: 0.5 eV Å⁻¹
2S+1: 1
Highest occupied orbital energy: -3.64 eV
Total charge: -1
Kohn-Sham gap: 0.243 hartree

Each line ends with the Löwdin charge.
Element x y z (Å)
H  -2.849  -4.270  -1.169  0.107
H  -0.955  -4.100  3.163  0.106
H  2.049  5.615  -3.263  0.091
C  3.557  1.841  0.858  -0.112
H  2.313  0.205  1.432  0.052
H  4.312  1.604  1.601  0.089
C  2.408  1.041  0.747  -0.148
H  -0.005  4.235  -3.455  0.077
C  1.934  4.736  -2.640  -0.113
C  0.770  3.958  -2.754  -0.178
N  -2.501  -1.132  1.295  -0.025
C  1.391  1.249  -0.178  -0.152
H  -0.488  -1.316  -3.222  0.094
Br  -1.042  1.910  -2.272  0.756
C  0.614  2.843  -1.974  -0.574
C  1.546  -2.431  1.902  -0.163
C  -0.219  -3.499  2.654  -0.107
C  1.566  2.406  -1.014  -0.222
Cu  -0.086  -0.065  -0.169  0.188
N  -1.725  -2.570  -0.595  -0.024
C  1.134  -3.354  2.880  -0.089
H  2.535  -2.045  1.710  0.092
C  -2.621  1.008  1.258  -0.147
C  -3.774  0.559  1.922  -0.082
H  -2.309  2.015  1.034  0.099
C  3.732  2.914  0.029  -0.085
N  0.523  -2.057  1.149  0.055
C  -1.792  -3.083  -2.742  -0.082
H  3.800  4.963  -1.634  0.100
C  -1.014  -1.936  -2.514  -0.153
C  -3.658  -0.817  1.908  -0.100
H  -2.005  -3.566  -3.680  0.077
H  -2.681  -3.386  1.293  0.110
C  2.895  4.375  -1.742  -0.067
H  4.620  3.535  0.089  0.094
N  -0.554  -2.701  1.619  -0.039
C  2.737  3.235  -0.918  -0.186
H  -4.303  -1.581  2.310  0.107
H  -4.577  1.148  2.332  0.077
B  -1.926  -2.523  0.937  -0.511
C  -2.225  -3.450  -1.485  -0.099
N  -1.873  -0.022  0.889  0.011
N  -0.986  -1.645  -1.223  0.004
H  1.729  -3.845  3.632  0.075

***

Formula: CHBrINO2
Source: OMol25
Level of theory: ωB97M-V/def2-TZVPD

## Properties
F_max: 2.5 eV Å⁻¹
2S+1: 1
Relative energy (zero: lowest compared OMol25 entry of this formula, charge and spin): 3.583 eV
Highest occupied orbital energy (alpha / beta): -9.59 / -10.15 eV
Kohn-Sham gap (alpha / beta): 0.297 / 0.289 hartree

Each line ends with the Löwdin charge.
Element x y z (Å)
N  0.188  -0.033  -0.923  -0.585
H  1.457  0.625  1.304  0.212
C  -0.283  -0.089  0.434  -1.273
I  -1.729  1.319  0.902  0.913
Br  -0.371  -1.799  1.144  0.733
O  0.836  -0.975  -1.306  0.013
O  -0.098  0.952  -1.555  -0.012

***

Formula: C26H48O24
Source: OMol25
Level of theory: ωB97M-V/def2-TZVPD

## Properties
F_max: 5.0 eV Å⁻¹
2S+1: 1
SMILES: C[C@H]1COC(=O)O1.C[C@H]1COC(=O)O1.COC(=O)OC.COC(=O)OC.COC(=O)OC.COC(=O)OC.COC(=O)OC.COC(=O)OC
Relative energy (zero: lowest compared OMol25 entry of this formula, charge and spin): 0.000 eV
Highest occupied orbital energy: -9.87 eV
Kohn-Sham gap: 0.368 hartree

Each line ends with the Löwdin charge.
Element x y z (Å)
C  1.284  0.303  -1.473  -0.237
C  0.932  -4.095  -4.780  -0.642
C  -0.241  -1.547  1.247  -0.581
H  1.395  -3.670  1.494  0.104
H  2.974  0.104  1.489  0.097
O  -4.028  -0.489  -0.981  -0.032
H  4.143  1.394  1.885  0.111
O  0.960  -4.051  -3.484  0.092
H  -6.042  -0.332  -1.096  0.097
H  0.870  2.377  3.893  0.104
O  -0.175  4.509  -3.284  -0.016
O  0.472  -1.023  2.082  0.113
H  -0.335  0.157  -2.943  0.095
H  -3.215  -0.597  1.738  0.090
C  4.410  -3.984  -4.262  -0.018
O  3.982  -1.451  -0.728  0.028
O  0.788  3.109  0.357  0.150
C  -0.057  1.896  3.581  -0.008
H  7.442  -2.578  -1.452  0.101
H  -4.872  1.632  5.579  0.096
C  1.099  2.309  -0.485  -0.722
C  0.173  -0.463  -2.205  0.014
O  -1.894  3.294  -4.034  0.096
H  -0.250  1.021  4.202  0.082
C  -2.557  -3.272  -2.455  -0.045
H  -2.276  0.670  1.131  0.094
H  6.226  -1.424  -2.249  0.100
O  -0.125  -4.011  -5.382  0.135
C  -1.211  3.698  -3.097  -0.579
O  -1.818  -0.341  6.531  0.019
O  -2.813  -1.999  -1.942  0.008
C  -2.932  0.095  6.023  -0.532
H  1.065  5.691  -4.542  0.093
H  5.142  -4.509  -3.649  0.081
O  4.954  -0.185  1.030  -0.004
O  6.161  -1.586  -0.125  0.025
H  -1.499  -2.398  6.499  0.100
C  3.025  -4.681  -4.237  -0.251
C  4.955  -1.132  0.033  -0.515
C  -2.182  -0.249  1.710  0.006
H  2.141  -2.392  0.556  0.069
H  3.175  -5.759  -4.183  0.160
H  -1.977  -3.196  -3.375  0.086
H  -3.427  -3.841  -2.781  0.100
C  3.853  0.649  1.144  -0.038
O  2.024  2.496  -1.364  0.099
H  5.734  -2.947  -1.657  0.068
C  -5.234  0.064  -0.481  -0.046
H  1.521  -3.795  -0.331  0.083
H  1.692  1.592  -3.269  0.125
H  -4.204  2.967  6.236  0.098
H  -0.510  -0.787  -1.421  0.065
H  0.854  3.923  -4.909  0.084
H  -5.337  1.144  -0.590  0.091
H  -3.218  2.586  -1.996  0.098
C  -4.379  1.925  6.506  -0.080
C  1.361  -3.153  0.535  -0.053
C  -1.199  -1.482  5.990  -0.044
H  -0.386  4.981  -5.406  0.088
C  -2.218  6.158  3.696  -0.049
O  -4.674  -2.656  -0.945  0.135
H  -0.142  -1.402  6.243  0.096
H  -0.040  1.601  2.532  0.075
H  2.383  -4.892  -2.237  0.138
O  0.103  -2.577  0.408  -0.024
H  3.115  1.155  -2.501  0.124
H  -2.526  2.556  -0.348  0.095
O  -1.108  2.844  3.879  0.002
C  2.266  -4.163  -3.039  -0.140
O  -3.534  -0.453  5.049  0.058
H  -5.398  -0.224  0.557  0.094
O  -0.118  4.545  2.762  0.108
O  0.593  1.164  -0.564  0.098
C  6.442  -2.143  -1.459  0.003
C  0.368  4.858  -4.629  0.017
H  -1.960  -0.153  2.773  0.080
O  -1.286  3.391  -1.788  0.005
C  -3.973  -1.777  -1.378  -0.601
H  4.511  -2.941  -3.960  0.080
O  -3.175  1.297  6.595  -0.004
H  -2.508  6.463  2.691  0.088
O  2.113  -4.215  -5.256  0.142
H  -3.011  6.543  4.338  0.090
O  -2.164  4.734  3.687  -0.009
H  1.883  -0.392  -0.886  0.114
H  3.756  1.119  0.166  0.098
H  0.538  -1.383  -2.662  0.079
H  -2.008  -3.897  -1.751  0.103
H  -4.941  1.765  7.426  0.104
C  -2.302  2.492  -1.413  -0.048
H  -1.941  1.477  -1.578  0.080
C  -1.063  4.054  3.367  -0.602
H  4.807  -4.175  -5.259  0.086
C  2.078  1.399  -2.268  -0.047
H  -1.219  -1.603  4.907  0.089
H  -1.285  6.712  3.794  0.095
H  2.696  -3.213  -2.721  0.123
O  -1.470  -1.238  0.949  0.023

***

Formula: C11H12N2O
Source: OMol25
Level of theory: ωB97M-V/def2-TZVPD

## Properties
F_max: 5.1 eV Å⁻¹
2S+1: 1
SMILES: O=NCC[C@H]1C=c2cccnc2=CC1
Relative energy (zero: lowest compared OMol25 entry of this formula, charge and spin): 6.515 eV
Highest occupied orbital energy: -7.84 eV
Kohn-Sham gap: 0.270 hartree

Each line ends with the Löwdin charge.
Element x y z (Å)
C  -0.882  -0.685  -0.326  -0.315
N  3.331  -0.473  0.074  0.087
N  -3.708  0.994  0.599  -0.032
H  -0.807  1.541  -0.163  0.104
H  -4.415  -0.457  -0.614  0.101
H  1.672  2.974  0.366  0.102
H  3.869  2.704  -0.163  0.076
C  -3.493  0.027  -0.482  -0.198
H  -0.369  -1.490  1.457  0.134
C  3.961  0.645  -0.029  -0.131
H  -0.673  -1.109  -1.379  0.167
C  3.241  1.887  -0.063  -0.068
C  -0.110  -1.753  0.431  -0.214
H  -2.425  -1.130  1.074  0.150
C  1.309  -1.726  0.358  -0.018
H  -0.438  -2.719  -0.092  0.156
H  1.981  -2.562  0.396  0.113
C  1.095  0.678  0.143  -0.166
C  1.932  -0.522  0.162  -0.217
C  1.915  1.954  0.180  0.019
H  -3.185  0.700  -1.337  0.134
O  -3.614  2.230  0.324  -0.034
C  -0.180  0.680  -0.087  0.023
C  -2.363  -0.921  -0.082  -0.174
H  4.971  0.383  -0.169  0.094
H  -2.615  -1.848  -0.578  0.106